Entry from the OMol25 dataset: 9 unconnected molecules or ions with the total composition C54H135N9 in a non-equilibrium geometry (wB97M-V/def2-TZVPD).

Last column: Löwdin charge in e.
CARTESIAN COORDINATES (ANGSTROEM)
N -7.897 0.238 -26.779  -0.162
N -7.098 -5.711 -25.074  -0.161
N -12.591 -3.119 -16.268  -0.197
N -17.496 1.977 -27.582  -0.199
N -12.410 -7.821 -27.742  -0.208
N -18.232 -3.218 -18.198  -0.189
N -10.376 7.027 -25.939  -0.192
N -12.649 -1.253 -23.968  -0.186
N -6.974 -0.761 -22.332  -0.196
C -9.315 7.591 -25.099  -0.270
C -18.174 -1.798 -17.821  -0.259
C -18.475 2.091 -28.634  -0.291
C -15.053 -1.564 -23.427  -0.071
C -18.190 0.100 -26.125  -0.078
C -9.929 -8.187 -27.775  -0.092
C -7.516 -7.588 -23.516  -0.092
C -19.121 -1.494 -16.638  -0.087
C -5.657 -6.049 -25.235  -0.254
C -12.441 -5.362 -27.399  -0.088
C -11.353 -1.933 -23.974  -0.251
C -17.961 -5.480 -17.301  -0.072
C -8.580 0.795 -23.527  -0.066
C -18.269 -2.501 -20.649  -0.098
C -14.204 -2.354 -14.506  -0.086
C -17.488 -4.028 -17.212  -0.249
C -12.105 0.852 -25.092  -0.062
C -7.894 -1.818 -21.997  -0.251
C -12.560 0.187 -23.800  -0.252
C -13.311 -2.450 -17.306  -0.279
C -10.209 7.415 -27.354  -0.252
C -11.174 -3.421 -16.515  -0.247
C -19.119 3.462 -28.804  -0.093
C -17.676 -3.372 -19.544  -0.264
C -15.237 2.673 -26.783  -0.100
C -7.219 2.537 -26.179  -0.082
C -11.460 7.052 -28.155  -0.088
C -7.365 -0.919 -27.517  -0.252
C -13.315 -3.061 -18.736  -0.076
C -10.816 5.038 -24.433  -0.073
C -13.593 -1.840 -23.028  -0.257
C -7.220 1.459 -27.261  -0.231
C -16.378 2.926 -27.748  -0.238
C -9.351 0.276 -26.860  -0.278
C -12.741 -2.419 -14.983  -0.247
C -7.352 -0.126 -23.619  -0.201
C -13.734 -8.404 -27.981  -0.267
C -7.869 -2.988 -23.013  -0.065
C -11.326 -8.737 -28.089  -0.245
C -7.453 -5.072 -26.369  -0.242
C -6.839 0.192 -21.239  -0.274
C -4.728 -4.823 -25.242  -0.078
C -12.268 -6.518 -28.380  -0.257
C -7.847 -6.948 -24.881  -0.268
C -10.351 5.552 -25.798  -0.251
C -11.419 -3.303 -24.604  -0.077
C -9.981 0.401 -28.253  -0.057
C -17.238 0.584 -27.211  -0.263
C -8.878 -4.557 -26.557  -0.082
C -10.783 -4.725 -15.833  -0.088
C -14.076 -9.436 -26.948  -0.109
C -9.396 9.122 -24.962  -0.079
C -5.793 1.286 -21.515  -0.080
C -6.064 -1.430 -26.870  -0.073
H -9.696 -4.864 -15.821  0.071
H -17.785 -4.415 -19.846  0.105
H -20.083 -1.992 -16.738  0.077
H -7.230 -0.754 -28.593  0.117
H -13.059 -1.377 -17.379  0.120
H -6.757 -4.269 -26.593  0.081
H -10.619 3.965 -24.443  0.052
H -6.142 1.984 -22.278  0.058
H -9.284 5.310 -25.933  0.103
H -18.354 4.235 -28.892  0.056
H -13.973 -3.929 -18.753  0.065
H -17.825 -3.624 -16.253  0.100
H -13.479 -5.165 -27.140  0.074
H -16.748 3.929 -27.538  0.105
H -8.429 1.585 -24.263  0.030
H -9.485 1.193 -28.817  0.063
H -9.387 -7.676 -28.574  0.070
H -18.051 -1.436 -20.577  0.057
H -8.934 -4.417 -27.640  0.084
H -11.343 7.492 -29.148  0.071
H -12.309 -3.401 -18.991  0.050
H -6.868 3.477 -26.617  0.075
H -11.564 5.976 -28.280  0.053
H -7.338 -5.885 -27.111  0.113
H -15.198 -0.676 -24.036  0.059
H -18.081 0.827 -25.320  0.074
H -7.319 -6.988 -22.633  0.074
H -11.421 -9.678 -27.548  0.105
H -14.631 -3.345 -14.670  0.076
H -18.058 1.830 -29.628  0.112
H -10.516 -3.892 -24.418  0.051
H -12.384 7.403 -27.701  0.077
H -11.437 -8.981 -29.160  0.119
H -12.919 0.794 -25.815  0.063
H -6.553 2.264 -25.359  0.067
H -19.217 -0.074 -26.434  0.065
H -14.296 -2.059 -13.464  0.068
H -6.324 -1.808 -25.881  0.048
H -19.417 -0.440 -16.697  0.066
H -9.509 7.240 -24.083  0.093
H -10.551 -2.639 -16.061  0.111
H -11.292 -6.449 -28.856  0.101
H -4.849 0.846 -21.822  0.079
H -9.293 6.958 -27.757  0.120
H -13.605 -10.421 -27.034  0.065
H -9.783 -0.615 -26.396  0.099
H -9.636 1.118 -26.221  0.081
H -5.729 1.879 -20.601  0.071
H -16.202 0.498 -26.889  0.086
H -13.414 -1.476 -22.001  0.106
H -7.287 -0.780 -24.481  0.077
H -3.733 -5.005 -24.838  0.070
H -7.757 -7.670 -25.704  0.110
H -14.613 3.570 -26.756  0.073
H -10.574 -1.358 -24.483  0.081
H -10.942 -4.625 -14.755  0.059
H -11.002 -1.908 -22.929  0.116
H -14.736 -1.642 -15.137  0.057
H -18.598 -1.606 -15.691  0.060
H -11.608 -3.362 -25.671  0.061
H -9.321 -9.091 -27.647  0.072
H -17.941 -2.771 -21.651  0.065
H -10.974 -3.410 -17.584  0.096
H -9.261 9.499 -25.979  0.051
H -6.514 0.561 -23.753  0.084
H -11.897 1.908 -24.892  0.070
H -11.203 0.487 -25.575  0.012
H -12.204 -3.020 -14.255  0.102
H -13.772 -9.079 -25.961  0.081
H -13.488 0.579 -23.377  0.110
H -17.660 -5.802 -18.299  0.057
H -14.676 1.771 -27.009  0.049
H -17.219 -0.030 -28.123  0.116
H -19.251 1.327 -28.530  0.110
H -15.647 -1.438 -22.517  0.060
H -8.919 -1.412 -21.994  0.098
H -9.840 -7.599 -26.865  0.049
H -16.593 -3.140 -19.512  0.107
H -16.420 -3.788 -17.290  0.103
H -17.152 -1.457 -17.599  0.116
H -11.873 5.236 -24.260  0.077
H -16.088 2.835 -28.805  0.119
H -19.861 3.510 -29.595  0.070
H -17.808 -0.835 -25.705  0.063
H -10.907 5.052 -26.583  0.097
H -5.510 -6.752 -26.063  0.117
H -17.452 -6.099 -16.564  0.070
H -19.040 -5.528 -17.202  0.077
H -9.747 -0.495 -28.834  0.069
H -7.953 -3.944 -22.493  0.069
H -9.558 0.379 -23.790  0.038
H -14.400 -2.473 -17.187  0.080
H -6.956 -3.046 -23.607  0.052
H -8.331 -8.287 -23.302  0.069
H -13.076 -6.446 -29.119  0.110
H -8.228 2.711 -25.805  0.045
H -12.380 -1.397 -15.163  0.115
H -7.682 1.966 -28.123  0.105
H -9.685 -5.245 -26.312  0.036
H -6.462 -0.365 -20.375  0.111
H -11.058 0.514 -28.158  0.071
H -9.008 -3.641 -25.978  0.049
H -5.371 -6.605 -24.337  0.097
H -8.908 -6.713 -24.753  0.102
H -11.813 -5.586 -26.534  0.050
H -8.086 -1.738 -27.434  0.097
H -14.466 -7.610 -27.829  0.116
H -15.420 -2.467 -23.914  0.070
H -11.297 -5.607 -16.202  0.073
H -12.164 -3.857 -24.029  0.068
H -7.689 -2.257 -21.021  0.111
H -11.979 -4.460 -27.810  0.068
H -8.327 7.203 -25.385  0.118
H -11.914 0.445 -22.938  0.115
H -13.624 -2.327 -19.477  0.059
H -6.663 -8.264 -23.643  0.062
H -5.644 -2.267 -27.432  0.066
H -13.480 -2.917 -22.919  0.099
H -15.143 -9.671 -26.936  0.071
H -10.364 9.401 -24.559  0.078
H -10.104 8.497 -27.347  0.092
H -6.209 1.202 -27.566  0.108
H -8.701 -2.957 -23.718  0.033
H -7.824 0.549 -20.909  0.105
H -10.252 5.499 -23.625  0.056
H -8.554 9.542 -24.416  0.071
H -15.568 2.650 -25.740  0.085
H -19.353 -2.594 -20.520  0.083
H -5.315 -0.643 -26.804  0.070
H -18.531 -1.162 -18.622  0.088
H -13.746 -8.835 -28.993  0.118
H -8.838 1.354 -22.626  0.077
H -4.613 -4.565 -26.297  0.061
H -5.124 -4.002 -24.647  0.063
H -19.594 3.746 -27.856  0.077

The calculation puts the electronic energy at -2631.00659 a.u. As for the frontier orbital gap: 8.622 eV. As for the total charge: 0. Its spin multiplicity is 1. The structure (SMILES) is CCN(CC)CC.CCN(CC)CC.CCN(CC)CC.CCN(CC)CC.CCN(CC)CC.CCN(CC)CC.CCN(CC)CC.CCN(CC)CC.CCN(CC)CC.